Record 1
Molecular formula: C32H28N6O2RhS2Se2
Method: DFT, ωB97M-V with the def2-TZVPD basis set

F_max: 0.0654 hartree/bohr
Total energy: -7424.75655 hartree
Net charge: +1

The geometry in XYZ format:
```
73
C32H28N6O2RhS2Se2 (ωB97M-V with the def2-TZVPD basis set)
Rh 0.3523 -0.2817 0.6088
Se 2.4395 0.7444 -0.4204
Se 2.3660 -1.7522 0.4963
C 2.5846 -1.1713 2.3007
C 3.5397 -1.6286 3.1918
C 3.4968 -1.1319 4.4873
C 2.5227 -0.2054 4.8307
C 1.6268 0.2194 3.8594
N 1.6663 -0.2622 2.6249
C 2.3842 -0.0702 -2.1496
C 2.5429 0.7147 -3.2835
C 2.4370 0.0948 -4.5180
C 2.1977 -1.2693 -4.5721
C 2.0748 -1.9652 -3.3807
N 2.1593 -1.3724 -2.1949
H 4.2874 -2.3424 2.8739
H 4.2169 -1.4674 5.2214
H 2.4583 0.1929 5.8329
H 0.8647 0.9620 4.0663
H 2.7293 1.7757 -3.1851
H 2.5404 0.6718 -5.4269
H 2.1186 -1.7893 -5.5157
H 1.9151 -3.0373 -3.3636
C -0.8932 2.6696 1.0854
N -1.0017 1.2182 1.2357
C -2.0168 0.7389 1.8773
C -2.0104 -0.6154 2.2256
C -2.8454 -1.4158 3.0121
C -2.2005 -2.6398 3.1325
C -1.0039 -2.5457 2.4126
N -0.8941 -1.3310 1.8604
C -0.0597 3.2602 2.2114
C -0.6694 3.6877 3.3859
C 0.0930 4.1736 4.4397
C 1.4752 4.2314 4.3341
C 2.0913 3.8159 3.1627
C 1.3229 3.3471 2.1074
H -1.8995 3.0915 1.1310
H -0.4551 2.9038 0.1168
H -2.8310 1.3875 2.1932
H -3.7924 -1.1188 3.4335
H -2.5308 -3.5024 3.6875
H -0.2313 -3.2879 2.3307
H -1.7488 3.6506 3.4808
H -0.3923 4.5248 5.3412
H 2.0713 4.6133 5.1526
H 3.1678 3.8706 3.0559
H 1.8001 3.0856 1.1763
O -0.5540 3.0550 -2.8115
C -1.4880 2.3784 -3.5073
C -2.2047 3.0639 -4.4883
C -3.1723 2.4134 -5.2231
C -3.4293 1.0587 -5.0158
C -2.7234 0.3704 -4.0540
C -1.7560 1.0173 -3.2757
C -1.0509 0.2960 -2.1989
O -0.2610 0.9142 -1.4085
N -1.2582 -1.0005 -2.1099
N -0.5957 -1.6494 -1.1282
C -0.6892 -2.9287 -1.2189
S 0.2371 -4.0563 -0.2790
C -0.8275 -5.4755 -0.6925
C -1.2005 -5.3320 -2.1498
S -1.7432 -3.6158 -2.4398
H -0.2199 2.4453 -2.1269
H -1.9801 4.1119 -4.6397
H -3.7371 2.9624 -5.9652
H -4.1836 0.5534 -5.6038
H -2.9058 -0.6788 -3.8707
H -1.6967 -5.4430 -0.0371
H -0.2543 -6.3818 -0.5038
H -2.0260 -5.9870 -2.4236
H -0.3464 -5.5343 -2.7945
```

Record 2
Molecular formula: C32H29B2ClIN3O3Rh
Method: DFT, ωB97M-V with the def2-TZVPD basis set

F_max: 0.0669 hartree/bohr
⟨S²⟩: 6.059
2S+1: 5
Total energy: -2545.04052 hartree
Net charge: -1

The geometry in XYZ format:
```
72
C32H29B2ClIN3O3Rh (ωB97M-V with the def2-TZVPD basis set)
Rh 1.7898 0.6899 -1.0529
Cl 5.8509 0.5355 4.7543
C 5.2629 0.5856 3.1300
C 6.2010 0.5558 2.0911
C 5.7448 0.5924 0.8035
I 7.0367 0.5036 -0.8408
C 4.3626 0.6979 0.4707
O 3.9952 0.7598 -0.7532
C 3.4357 0.7439 1.5558
N 2.1203 0.8674 1.2411
C 1.2111 1.0186 2.2398
C 1.5582 0.9389 3.5572
C 2.9050 0.7292 3.9216
C 3.8718 0.6763 2.9065
H 7.2546 0.5134 2.3211
H 0.1970 1.2184 1.9193
H 0.8071 1.0485 4.3255
H 3.1911 0.6578 4.9589
C -6.8044 -0.3226 0.3125
C -6.0035 0.9862 0.3574
C -6.8175 2.1217 -0.2772
C -5.7728 1.3359 1.8303
C -4.6970 0.8169 -0.4104
C -4.7211 0.4286 -1.7507
C -3.5736 0.2328 -2.5080
C -2.3580 0.4425 -1.8880
O -1.0859 0.3212 -2.3398
B -0.2369 0.6799 -1.2801
O -1.0383 1.0284 -0.1838
C -2.3215 0.8665 -0.5559
C -3.4650 1.0488 0.1932
H -7.7360 -0.2108 0.8662
H -6.2269 -1.1260 0.7651
H -7.0442 -0.6117 -0.7067
H -7.7580 2.2585 0.2555
H -7.0379 1.9133 -1.3205
H -6.2538 3.0510 -0.2284
H -6.7325 1.4252 2.3358
H -5.2488 2.2828 1.9303
H -5.1969 0.5585 2.3265
H -5.6721 0.2651 -2.2367
H -3.6346 -0.0727 -3.5415
H -3.3677 1.3623 1.2170
B 1.9249 5.2288 -1.0976
C 1.8018 3.7085 -1.2372
N 1.7136 2.5505 -1.2995
H 1.7926 5.4590 0.0755
H 1.0602 5.7514 -1.7445
H 3.0214 5.5568 -1.4547
C 5.3623 -3.1579 -2.0506
C 4.9327 -2.0347 -2.7434
C 3.7349 -1.4311 -2.4268
C 2.9332 -1.9362 -1.3917
C 3.3613 -3.0962 -0.7247
C 4.5663 -3.6873 -1.0469
N 1.7895 -1.2727 -0.9999
C 0.7056 -2.0539 -0.6517
C -0.0985 -1.7336 0.4508
C -1.2301 -2.4680 0.7325
C -1.5883 -3.5471 -0.0627
C -0.7895 -3.8873 -1.1428
C 0.3478 -3.1637 -1.4310
H 6.3151 -3.6089 -2.2870
H 5.5480 -1.6288 -3.5332
H 3.3885 -0.5555 -2.9716
H 2.7564 -3.4952 0.0786
H 4.8947 -4.5637 -0.5040
H 0.1917 -0.9010 1.0710
H -1.8422 -2.1926 1.5803
H -2.4776 -4.1198 0.1611
H -1.0660 -4.7191 -1.7751
H 0.9552 -3.4169 -2.2883
```

Record 3
Molecular formula: C32H29BF2IN4O5W
Method: DFT, ωB97M-V with the def2-TZVPD basis set

F_max: 0.0139 hartree/bohr
⟨S²⟩: 2.031
2S+1: 3
Total energy: -2421.61804 hartree
Net charge: -1

The geometry in XYZ format:
```
75
C32H29BF2IN4O5W (ωB97M-V with the def2-TZVPD basis set)
W 1.0248 -1.0152 -0.2317
O -2.6485 -7.1401 -0.1258
C -3.2099 -6.0403 0.0036
O -4.4028 -5.7393 0.1913
C -2.2496 -4.8185 -0.0577
C -2.7405 -3.5253 0.0669
C -1.8736 -2.4538 0.0218
N -0.5483 -2.6087 -0.1232
C -0.0694 -3.8598 -0.2528
C -0.8795 -4.9752 -0.2363
C 1.4292 -3.9416 -0.3920
O 1.9638 -4.9500 -0.8019
O 2.0349 -2.8439 -0.0377
H -3.8060 -3.3914 0.1977
H -2.2189 -1.4324 0.1060
H -0.4609 -5.9650 -0.3505
C 0.2347 -0.1516 2.8237
N 1.1315 -1.1161 2.1530
C 0.7679 -2.4565 2.6652
C 2.5406 -0.8233 2.5613
C 3.3634 -0.1167 1.5074
C 4.5996 0.3877 1.9028
C 5.4251 1.0163 0.9870
C 4.9949 1.1388 -0.3309
C 3.7611 0.6350 -0.7074
C 2.9010 -0.0158 0.1911
H 0.3167 -0.2734 3.9098
H -0.7916 -0.3312 2.5161
H 0.5109 0.8622 2.5449
H 0.8619 -2.4683 3.7560
H 1.4265 -3.2039 2.2330
H -0.2611 -2.6868 2.3988
H 3.0192 -1.7672 2.8284
H 2.5103 -0.2161 3.4713
H 4.9190 0.2826 2.9359
H 6.3886 1.4050 1.2933
H 5.6228 1.6322 -1.0638
H 3.4612 0.7627 -1.7404
I -2.4257 2.0791 -3.4598
C 1.1034 -0.1208 -2.1197
C 1.1469 0.7252 -3.2156
C 1.3800 0.1360 -4.4517
C 1.5729 -1.2406 -4.5712
C 1.5221 -2.0286 -3.4315
N 1.2796 -1.4309 -2.2753
H 1.0261 1.7926 -3.0979
H 1.4215 0.7522 -5.3420
H 1.7665 -1.6921 -5.5337
H 1.6685 -3.1015 -3.4292
F -1.7181 -0.8373 -3.2531
B -2.4898 0.0826 -2.7254
F -3.3720 -0.2269 -1.8053
C 0.6948 4.7454 0.5422
C 1.0347 4.0795 -0.7806
O 1.4427 2.7299 -0.6218
H 0.4226 5.7926 0.3907
H 1.5526 4.7007 1.2140
H -0.1441 4.2446 1.0307
H 1.8752 4.5960 -1.2481
H 0.1827 4.1523 -1.4715
H 0.6419 2.2569 -0.3451
N -6.6860 5.2092 1.8981
C -5.8021 4.5299 1.6166
C -4.6953 3.6811 1.2680
C -3.6799 4.1646 0.4448
C -2.6149 3.3506 0.1147
C -2.5328 2.0412 0.6026
C -3.5653 1.5670 1.4223
C -4.6355 2.3751 1.7520
C -1.4253 1.1983 0.2838
C -0.4768 0.4529 0.0814
H -3.7345 5.1766 0.0663
H -1.8354 3.7198 -0.5385
H -3.5200 0.5510 1.7920
H -5.4302 2.0004 2.3827
```

For reference, ΔE to the lowest compared entry with this formula, charge and spin by record: 21.5 7.5 26.0 kcal/mol.